(1)
ORCA calculation (ωB97M-V/def2-TZVPD) on a cluster of 2 separate species, C2H2INO2 in total at a distorted geometry.

Calculated values
Structure (SMILES): [O-][N+]#CI.C=O
Maximum force in hartree/bohr: 0.03426
HOMO level in eV: -9.33
Kohn-Sham gap in eV: 9.003
Energy above the lowest of the compared OMol25 structures with the same formula, charge and spin in kcal per mole: 100.5

Geometry as ORCA input:
```
! RIJCOSX wB97M-V def2-TZVPD def2/J DEFGRID3
* xyz 0 1
O 0.3795 2.6685 -0.1426
N 0.9797 1.6573 -0.0046
C 1.5293 0.7368 0.4599
I 2.5626 -0.9741 0.2373
C -1.3649 -1.0227 -0.1382
O -0.4542 -1.3330 -0.8450
H -1.2895 -1.0282 0.9631
H -2.3425 -0.7047 -0.5299
*
```

=====

(2)
ORCA calculation (ωB97M-V/def2-TZVPD) on an isolated molecule of C8H17N5O3 at a distorted geometry.

Calculated values
Structure (SMILES): [H]/N=C(/N)NCCC[C@H](NC(=O)CN)C(=O)O
Maximum force in hartree/bohr: 0.04757
HOMO level in eV: -8.77
Kohn-Sham gap in eV: 9.374
Energy above the lowest of the compared OMol25 structures with the same formula, charge and spin in kcal per mole: 21.9

Geometry as ORCA input:
```
! RIJCOSX wB97M-V def2-TZVPD def2/J DEFGRID3
* xyz 0 1
H -5.8017 1.0941 -1.3691
N -5.9964 0.2475 -0.8298
C -4.9565 -0.0699 -0.1125
N -5.0331 -1.1803 0.7449
N -3.6977 0.4894 -0.2409
C -2.5126 -0.2731 0.0818
C -1.2475 0.5668 -0.1306
C 0.0221 -0.3051 -0.1226
C 1.3134 0.4659 -0.4091
N 2.4670 -0.3851 -0.2595
C 3.6917 0.1309 -0.5360
O 3.8162 1.2192 -1.0494
C 4.9247 -0.6655 -0.1739
N 4.6282 -2.0087 0.3163
C 1.3776 1.6352 0.5615
O 1.8649 1.5177 1.6565
O 0.8333 2.7625 0.1271
H -5.9689 -1.2984 1.1506
H -4.3634 -1.0344 1.5076
H -3.5608 0.9542 -1.1140
H -2.5901 -0.5584 1.1354
H -2.4824 -1.1736 -0.4756
H -1.1444 1.2799 0.6770
H -1.3605 1.1455 -1.0582
H 0.2269 -0.8025 0.8046
H -0.0880 -1.1186 -0.8447
H 1.4076 0.9070 -1.4055
H 2.4676 -1.3244 0.2208
H 5.3722 -0.0132 0.5886
H 5.6426 -0.7269 -0.9918
H 4.7451 -2.7748 -0.3816
H 5.2667 -2.1652 1.0963
H 0.7359 3.4625 0.8357
*
```

=====

(3)
ORCA calculation (ωB97M-V/def2-TZVPD) on a cluster of 4 separate species, C6H20NO4 in total at a distorted geometry.

Calculated values
Maximum force in hartree/bohr: 0.04627
HOMO level in eV: -2.86
Kohn-Sham gap in eV: 6.009
Energy above the lowest of the compared OMol25 structures with the same formula, charge and spin in kcal per mole: 66.5

Geometry as ORCA input:
```
! RIJCOSX wB97M-V def2-TZVPD def2/J DEFGRID3
* xyz -1 1
C 1.4208 -1.1013 1.9688
O 1.2913 -2.4408 1.7357
C 1.1073 -0.3248 0.6417
C -0.2738 -0.8331 0.1157
C -1.3257 0.1629 0.6281
C -1.4770 1.4014 -0.2857
C -2.7559 -0.4879 0.7087
N 2.1267 -0.8130 -0.3594
H 2.4607 -0.8931 2.2521
H 0.8455 -0.8726 2.8841
H 1.2893 0.7387 0.7519
H -0.2590 -1.8943 0.4794
H -0.2716 -1.1903 -0.9071
H -1.0399 0.3768 1.6657
H -1.6093 2.3254 0.2866
H -2.2363 1.3012 -1.0639
H -0.5368 1.4377 -0.8419
H -2.5218 -1.5300 0.5459
H -3.2438 -0.4809 1.6980
H -3.4231 -0.1034 -0.0741
H 3.0585 -0.5312 -0.0954
H 2.0591 -1.8165 -0.3519
H 0.1838 3.1595 1.3589
H 0.3770 1.9772 2.3046
O 0.8570 2.6726 1.8422
H 2.2866 -0.9636 -2.9195
H 1.6077 0.0202 -1.8901
O 1.8674 -0.1049 -2.8629
H -1.2814 0.6158 -3.0558
H 0.1733 0.0337 -3.4458
O -0.7567 0.1585 -3.7147
*
```

=====

(4)
ORCA calculation (ωB97M-V/def2-TZVPD) on a structure of composition C25H22N5O14Zr at a distorted geometry.

Calculated values
Maximum force in hartree/bohr: 0.02736
HOMO level in eV: -12.40
Kohn-Sham gap in eV: 8.053
Energy above the lowest of the compared OMol25 structures with the same formula, charge and spin in kcal per mole: 3.9

Geometry as ORCA input:
```
! RIJCOSX wB97M-V def2-TZVPD def2/J DEFGRID3
* xyz 1 1
Zr -0.2958 0.2371 -0.0019
O -1.3062 -2.2907 3.5387
C -0.7972 -1.7973 2.4434
O -0.7605 -0.6059 2.1850
C -0.2027 -2.8370 1.5286
O 0.1536 -2.2461 0.2985
C -0.6068 -2.6922 -0.8355
C -1.8934 -1.8639 -0.9589
O -2.7066 -2.0948 -1.8166
O -1.9566 -0.8933 -0.0770
H -1.6668 -1.6059 4.1207
H 0.7022 -3.2187 2.0093
H -0.8988 -3.6683 1.4109
H 0.0218 -2.5089 -1.7020
H -0.8419 -3.7543 -0.7821
O 3.7261 0.3802 0.3507
C 2.5406 0.4719 0.5018
O 1.6045 -0.1600 -0.1564
C 1.9790 1.3965 1.5830
C 2.8490 2.1195 2.4078
C 2.3171 2.9474 3.3547
C 0.9141 3.0575 3.4810
C 0.2971 3.8948 4.4386
C -1.0640 3.9779 4.5103
C -1.8701 3.2319 3.6265
C -1.3074 2.4112 2.6899
C 0.0996 2.3007 2.6022
N 0.6593 1.4794 1.6641
H 3.9131 2.0037 2.2617
H 2.9522 3.5248 4.0154
H 0.9253 4.4666 5.1101
H -1.5331 4.6135 5.2490
H -2.9467 3.3210 3.6910
H -1.9183 1.8426 2.0018
O -5.6415 0.4427 -5.2696
N -4.5954 -0.0837 -5.5883
O -4.3941 -0.7210 -6.6000
C -3.4701 0.0501 -4.6509
C -3.6482 0.7226 -3.4782
C -2.5877 0.8406 -2.5828
C -1.3163 0.2352 -2.8358
O -0.3322 0.3124 -2.0080
C -1.1968 -0.4178 -4.1053
C -2.2413 -0.5140 -4.9819
N 0.0829 -1.0049 -4.5301
O 0.3214 -0.9704 -5.7165
O 0.7759 -1.5565 -3.6965
N -2.8346 1.5679 -1.3901
O -1.9742 1.5971 -0.4726
O -3.8559 2.1854 -1.2605
H -4.6101 1.1523 -3.2390
H -2.1233 -1.0314 -5.9241
C 1.5372 5.6769 -0.0053
C 0.2583 5.1335 -0.6627
C 0.1105 5.6686 -2.0935
C -0.9796 5.4940 0.1800
C 0.3442 3.6765 -0.6885
N 0.4026 2.5313 -0.6909
H 1.4441 6.7557 0.1174
H 2.4104 5.4711 -0.6240
H 1.6923 5.2293 0.9777
H 0.0309 6.7545 -2.0583
H -0.7870 5.2733 -2.5698
H 0.9748 5.4046 -2.7024
H -1.1227 6.5740 0.1522
H -0.8480 5.1870 1.2179
H -1.8774 5.0158 -0.2138
*
```

=====

(5)
ORCA calculation (ωB97M-V/def2-TZVPD) on a structure of composition BH3O at a distorted geometry.

Calculated values
Maximum force in hartree/bohr: 0.05292
HOMO level (spin up / spin down) in eV: -6.01 / -11.28
Kohn-Sham gap (spin up / spin down) in eV: 5.934 / 6.665
Energy above the lowest of the compared OMol25 structures with the same formula, charge and spin in kcal per mole: 26.9

Geometry as ORCA input:
```
! RIJCOSX wB97M-V def2-TZVPD def2/J DEFGRID3
* xyz 0 3
B 0.5373 -0.2129 -0.0063
O -1.3492 -0.0931 0.0069
H 1.2829 0.6261 -0.0954
H 1.0631 -1.1949 -0.0272
H -1.5342 0.8749 0.1220
*
```

=====

(6)
ORCA calculation (ωB97M-V/def2-TZVPD) on a cluster of 3 separate species, C12H20IO8PS in total.

Calculated values
Maximum force in hartree/bohr: 0.00895
HOMO level in eV: -9.04
Kohn-Sham gap in eV: 9.095

Geometry as ORCA input:
```
! RIJCOSX wB97M-V def2-TZVPD def2/J DEFGRID3
* xyz 0 1
O -0.0538 -4.5745 0.5610
S -1.3841 -4.3373 0.0948
O -1.3643 -4.8428 -1.4729
C -1.8735 -3.9759 -2.4884
C -3.3494 -3.6538 -2.3468
C -3.7951 -3.0532 -1.0054
C -2.7734 -2.1618 -0.2976
P -2.7123 -0.4818 -1.1329
O -1.2784 -0.5712 -1.9312
I -2.1240 0.8529 0.8248
O -1.4505 -2.7259 -0.1886
H -1.2522 -3.0822 -2.5437
H -1.7265 -4.5172 -3.4239
H -3.6390 -3.0056 -3.1787
H -3.9011 -4.5860 -2.4900
H -4.6697 -2.4239 -1.1947
H -4.1387 -3.8267 -0.3173
H -3.1324 -1.9635 0.7162
H -1.4695 -0.8268 -2.8389
O 2.7452 3.9139 -2.9537
C 2.5780 2.9030 -2.3360
O 1.3659 2.5285 -1.8701
C 1.4767 1.3256 -1.0802
C 2.7649 0.6606 -1.5512
C 3.6171 1.8693 -1.9358
H 1.5158 1.6096 -0.0263
H 0.5959 0.7175 -1.2476
H 3.2093 0.0175 -0.7950
H 2.5646 0.0536 -2.4353
H 4.1782 2.2656 -1.0876
H 4.3007 1.6850 -2.7595
O 0.7684 0.2967 3.3974
C 0.9890 1.4681 3.4527
O 0.7187 2.3060 2.4171
C 1.1718 3.6386 2.7170
C 1.2424 3.7035 4.2391
C 1.5964 2.2602 4.5965
H 2.1487 3.7815 2.2501
H 0.4679 4.3438 2.2830
H 1.9539 4.4432 4.5989
H 0.2608 3.9535 4.6432
H 2.6735 2.0852 4.5934
H 1.1841 1.9272 5.5443
*
```

=====

Number 6 is which compound? C12H20IO8PS

=====

maximum force of number 1 (C2H2INO2)? 0.03426 hartree/bohr

=====

Which value of maximum force does entry 5 give? 0.05292 hartree/bohr

=====

Repeat the first record exactly.
ORCA calculation (ωB97M-V/def2-TZVPD) on a cluster of 2 separate species, C2H2INO2 in total at a distorted geometry.

Calculated values
Structure (SMILES): [O-][N+]#CI.C=O
Maximum force in hartree/bohr: 0.03426
HOMO level in eV: -9.33
Kohn-Sham gap in eV: 9.003
Energy above the lowest of the compared OMol25 structures with the same formula, charge and spin in kcal per mole: 100.5

Geometry as ORCA input:
```
! RIJCOSX wB97M-V def2-TZVPD def2/J DEFGRID3
* xyz 0 1
O 0.3795 2.6685 -0.1426
N 0.9797 1.6573 -0.0046
C 1.5293 0.7368 0.4599
I 2.5626 -0.9741 0.2373
C -1.3649 -1.0227 -0.1382
O -0.4542 -1.3330 -0.8450
H -1.2895 -1.0282 0.9631
H -2.3425 -0.7047 -0.5299
*
```